1.
Density functional theory data (ωB97M-V with the def2-TZVPD basis set) for a structure of composition C32H20Cu2F24N8O24S8 at a distorted geometry.

Element x y z (Å)
Cu  -13.518  24.306  -14.352
Cu  -13.440  19.051  -12.750
C  -13.001  22.087  -9.907
F  -12.262  21.099  -9.451
F  -14.139  22.002  -9.311
F  -12.450  23.284  -9.725
S  -13.249  21.769  -11.768
O  -13.402  22.986  -12.464
O  -12.193  20.885  -12.191
N  -14.479  20.594  -12.017
S  -15.934  21.069  -11.411
O  -16.262  20.289  -10.265
O  -16.096  22.488  -11.322
C  -17.167  20.576  -12.749
F  -18.230  21.301  -12.561
F  -16.703  20.800  -13.948
F  -17.547  19.307  -12.551
C  -11.940  15.553  -11.978
F  -12.937  15.720  -11.101
F  -10.940  14.930  -11.390
F  -12.338  14.847  -13.019
S  -11.280  17.238  -12.522
O  -11.478  18.192  -11.475
O  -9.966  17.005  -12.956
N  -12.374  17.682  -13.775
S  -11.807  17.170  -15.232
O  -10.954  18.131  -15.822
O  -11.245  15.867  -15.258
C  -13.429  17.112  -16.134
F  -14.197  16.082  -15.836
F  -14.086  18.244  -15.937
F  -13.097  17.039  -17.404
C  -13.957  21.204  -17.200
F  -15.008  20.411  -17.231
F  -12.912  20.533  -17.709
F  -14.228  22.323  -17.815
S  -13.539  21.682  -15.415
O  -14.685  22.422  -14.968
O  -13.216  20.516  -14.662
N  -12.405  22.914  -15.389
S  -11.000  22.413  -16.099
O  -10.618  21.126  -15.656
O  -11.080  22.634  -17.510
C  -9.620  23.574  -15.547
F  -8.524  23.114  -16.063
F  -9.834  24.790  -15.970
F  -9.533  23.601  -14.231
C  -17.672  24.686  -15.113
F  -17.742  24.007  -16.254
F  -18.590  25.651  -15.108
F  -17.806  23.968  -14.056
S  -15.952  25.545  -15.149
O  -15.135  24.710  -16.010
O  -15.971  26.911  -15.545
N  -15.112  25.320  -13.603
S  -15.622  26.575  -12.760
O  -14.779  27.722  -12.880
O  -17.015  26.866  -12.998
C  -15.688  26.074  -10.939
F  -15.660  27.124  -10.181
F  -16.730  25.391  -10.720
F  -14.652  25.284  -10.715
C  -11.603  27.982  -9.071
C  -12.172  28.151  -10.319
C  -12.039  27.194  -11.287
C  -11.348  26.029  -11.039
C  -10.717  25.867  -9.828
C  -10.873  26.822  -8.859
N  -11.360  24.967  -11.994
O  -11.958  25.200  -13.025
O  -10.825  23.926  -11.731
H  -11.461  28.786  -8.363
H  -12.656  29.072  -10.618
H  -12.427  27.353  -12.289
H  -10.262  24.909  -9.601
H  -10.406  26.634  -7.899
C  -7.157  28.669  -20.011
C  -6.913  27.881  -21.133
C  -7.271  26.540  -21.113
C  -7.631  25.964  -19.912
C  -8.042  26.769  -18.874
C  -7.881  28.147  -18.952
N  -7.724  24.528  -19.802
O  -8.352  24.096  -18.854
O  -7.215  23.827  -20.688
H  -6.885  29.719  -20.090
H  -6.479  28.233  -22.058
H  -6.926  25.932  -21.943
H  -8.450  26.346  -17.967
H  -8.286  28.677  -18.100
C  -12.664  25.878  -20.498
C  -12.636  24.905  -19.523
C  -12.621  25.260  -18.180
C  -12.591  26.595  -17.818
C  -12.608  27.577  -18.777
C  -12.639  27.231  -20.122
N  -12.342  26.956  -16.450
O  -12.769  26.195  -15.656
O  -11.722  27.930  -16.190
H  -12.952  25.579  -21.500
H  -12.803  23.858  -19.741
H  -12.594  24.517  -17.398
H  -12.606  28.636  -18.546
H  -12.660  28.039  -20.841
C  -8.100  26.475  -12.607
C  -7.051  25.571  -12.568
C  -6.366  25.259  -13.715
C  -6.732  25.869  -14.904
C  -7.875  26.664  -14.958
C  -8.529  27.049  -13.811
N  -6.081  25.432  -16.154
O  -5.718  26.325  -16.897
O  -5.856  24.275  -16.281
H  -8.659  26.633  -11.694
H  -6.699  25.294  -11.582
H  -5.549  24.548  -13.718
H  -8.104  27.212  -15.865
H  -9.255  27.842  -13.919

Gap between HOMO and LUMO (alpha / beta)   0.3025 / 0.1981 Ha
Spin multiplicity   3
<S²>   2.00
Maximum force   4.20 eV/A

Atom charges from the Löwdin analysis, given in e for atoms 1 to 2: 0.647, 0.822

=====

2.
Density functional theory data (ωB97M-V with the def2-TZVPD basis set) for a structure of composition C32H21BrCl2F3N3OPSSe2W.

Element x y z (Å)
W  -0.212  -0.273  -0.009
Cl  -1.044  -3.794  3.421
C  -0.015  -2.429  3.634
C  0.772  -2.317  4.797
C  1.561  -1.221  5.002
Cl  2.503  -1.102  6.448
C  1.615  -0.176  4.047
C  2.337  1.026  4.183
C  2.265  1.959  3.186
C  1.539  1.682  2.021
N  0.877  0.554  1.836
C  0.868  -0.345  2.868
C  0.021  -1.453  2.666
O  -0.716  -1.450  1.569
H  0.732  -3.106  5.534
H  2.924  1.200  5.074
H  2.786  2.903  3.260
H  1.529  2.392  1.207
F  -2.471  -1.501  -4.833
C  -3.500  -1.147  -4.051
F  -4.607  -1.703  -4.559
F  -3.635  0.186  -4.147
C  -3.280  -1.570  -2.624
C  -4.154  -2.419  -1.974
C  -3.913  -2.782  -0.652
C  -2.806  -2.276  -0.011
N  -1.960  -1.449  -0.642
C  -2.168  -1.099  -1.925
S  -0.867  -0.076  -2.416
H  -5.019  -2.800  -2.499
H  -4.578  -3.455  -0.132
H  -2.553  -2.524  1.009
Se  1.576  1.310  -1.173
P  2.934  -0.370  -0.814
Se  1.653  -2.075  -0.404
C  4.033  -0.618  -2.218
C  3.848  0.040  -3.426
C  4.722  -0.206  -4.478
C  5.761  -1.109  -4.321
C  5.939  -1.773  -3.112
C  5.080  -1.528  -2.057
C  4.025  -0.023  0.587
C  4.092  -0.863  1.691
C  4.966  -0.562  2.730
C  5.757  0.573  2.666
C  5.684  1.418  1.562
C  4.822  1.122  0.521
H  3.026  0.732  -3.553
H  4.584  0.307  -5.420
H  6.437  -1.299  -5.144
H  6.749  -2.479  -2.993
H  5.224  -2.038  -1.112
H  3.468  -1.747  1.738
H  5.025  -1.221  3.587
H  6.439  0.803  3.474
H  6.307  2.301  1.509
H  4.772  1.774  -0.344
Br  -4.830  4.451  1.787
C  -3.577  3.162  1.266
C  -3.362  2.037  2.048
C  -2.428  1.114  1.630
N  -1.718  1.255  0.497
C  -1.942  2.346  -0.253
C  -2.854  3.321  0.093
H  -3.910  1.877  2.964
H  -2.232  0.220  2.207
H  -1.374  2.420  -1.170
H  -2.997  4.180  -0.545

Net charge   +1
Energy above the lowest of the compared OMol25 structures with the same formula, charge and spin   0.00 kJ/mol
Gap between HOMO and LUMO (alpha / beta)   0.2559 / 0.2620 Ha
Spin multiplicity   3
<S²>   2.02
Maximum force   0.21 eV/A

Atom charges from the Löwdin analysis, given in e for atoms 1 to 2: 1.021, 0.749

=====

Question: What is the <S²> in the second record?
Answer: 2.02

=====

Question: Which of these has the highest <S²>?
Answer: C32H21BrCl2F3N3OPSSe2W

=====

Question: Number 1 is which compound?
Answer: C32H20Cu2F24N8O24S8